No. 1
The following is a DFT calculation (ωB97M-V with the def2-TZVPD basis set) of C6H8N2 in the gas phase at a distorted geometry.

Last columns: bonded neighbours and bond lengths (Å).
CARTESIAN COORDINATES (ANGSTROEM)
1 C 0.417 -1.870 0.231  N7 1.286, N8 1.360, H9 1.049
2 C 1.729 -0.131 0.144  C3 1.511, C4 1.284, N7 1.425
3 C 0.307 0.359 -0.001  C2 1.511, C5 1.364, N8 1.389
4 C 2.888 0.330 -0.163  C2 1.284, H10 1.094, H11 1.109
5 C -0.067 1.635 -0.302  C3 1.364, H12 1.046, H13 1.080
6 C -1.828 -0.917 0.058  N8 1.409, H14 1.140, H15 1.064, H16 1.081
7 N 1.661 -1.548 0.266  C1 1.286, C2 1.425
8 N -0.423 -0.823 0.014  C1 1.360, C3 1.389, C6 1.409
9 H 0.199 -2.883 0.070  C1 1.049
10 H 3.878 -0.118 -0.033  C4 1.094
11 H 3.004 1.334 -0.619  C4 1.109
12 H -1.046 1.893 -0.564  C5 1.046
13 H 0.570 2.495 -0.452  C5 1.080
14 H -2.228 -0.169 -0.704  C6 1.140
15 H -2.049 -1.854 -0.396  C6 1.064
16 H -2.310 -0.727 1.006  C6 1.081

Computed properties:
2S+1   3
HOMO-LUMO gap (alpha / beta)   6.1 / 7.9 eV
Energy relative to the best compared isomer or geometry (same formula, charge and spin)   0.0 kcal/mol
Total charge   0

No. 2
The following is a DFT calculation (ωB97M-V with the def2-TZVPD basis set) of 20 unconnected molecules or ions with the total composition C66H180N8O37 at a distorted geometry.

Last columns: bonded neighbours and bond lengths (Å).
CARTESIAN COORDINATES (ANGSTROEM)
1 C 11.233 6.335 -2.517  O2 1.381, H10 1.090, H11 1.090, H12 1.090
2 O 12.030 6.804 -1.492  C1 1.381, C3 1.454
3 C 13.324 7.297 -1.937  O2 1.454, C4 1.540, H13 1.090, H14 1.090
4 C 13.471 8.806 -1.667  C3 1.540, N5 1.540, H15 1.090, H16 1.090
5 N 12.580 9.777 -2.464  C4 1.540, C6 1.515, H17 1.010
6 C 13.082 11.205 -2.403  N5 1.515, C7 1.626, H18 1.090, H19 1.090
7 C 14.513 11.343 -3.161  C6 1.626, O8 1.453, H20 1.090, H21 1.090
8 O 15.646 10.970 -2.331  C7 1.453, C9 1.446
9 C 16.908 11.416 -2.877  O8 1.446, H22 1.090, H23 1.090, H24 1.090
10 H 10.201 6.113 -2.245  C1 1.090
11 H 11.695 5.623 -3.201  C1 1.090
12 H 11.124 7.246 -3.105  C1 1.090
13 H 13.598 7.007 -2.951  C3 1.090
14 H 14.095 6.824 -1.330  C3 1.090
15 H 14.500 9.121 -1.493  C4 1.090
16 H 13.077 8.938 -0.659  C4 1.090
17 H 12.294 9.515 -3.397  N5 1.010
18 H 13.144 11.482 -1.350  C6 1.090
19 H 12.437 11.860 -2.989  C6 1.090
20 H 14.651 12.345 -3.567  C7 1.090
21 H 14.456 10.821 -4.117  C7 1.090
22 H 16.909 12.506 -2.890  C9 1.090
23 H 16.945 11.175 -3.939  C9 1.090
24 H 17.712 11.028 -2.251  C9 1.090
25 C -6.436 -19.393 2.654  O26 1.365, H34 1.090, H35 1.090, H36 1.090
26 O -6.724 -18.147 3.129  C25 1.365, C27 1.418
27 C -7.872 -17.962 3.940  O26 1.418, C28 1.569, H37 1.090, H38 1.090
28 C -8.121 -16.535 4.542  C27 1.569, N29 1.452, H39 1.090, H40 1.090
29 N -6.885 -15.895 4.958  C28 1.452, C30 1.494, H41 1.010
30 C -7.082 -14.438 5.224  N29 1.494, C31 1.464, H42 1.090, H43 1.090
31 C -6.900 -13.668 3.992  C30 1.464, O32 1.434, H44 1.090, H45 1.090
32 O -5.625 -13.983 3.416  C31 1.434, C33 1.386
33 C -5.069 -13.120 2.485  O32 1.386, H46 1.090, H47 1.090, H48 1.090
34 H -7.403 -19.840 2.423  C25 1.090
35 H -5.847 -20.062 3.281  C25 1.090
36 H -5.835 -19.231 1.759  C25 1.090
37 H -8.041 -18.642 4.775  C27 1.090
38 H -8.735 -18.051 3.280  C27 1.090
39 H -8.794 -16.507 5.398  C28 1.090
40 H -8.536 -15.961 3.713  C28 1.090
41 H -6.147 -16.044 4.285  N29 1.010
42 H -6.328 -14.087 5.929  C30 1.090
43 H -8.037 -14.301 5.730  C30 1.090
44 H -6.844 -12.649 4.375  C31 1.090
45 H -7.737 -13.795 3.305  C31 1.090
46 H -5.626 -13.133 1.549  C33 1.090
47 H -4.005 -13.326 2.368  C33 1.090
48 H -5.217 -12.095 2.825  C33 1.090
49 C -4.347 9.433 -10.800  O50 1.401, H58 1.090, H59 1.090, H60 1.090
50 O -4.164 8.279 -10.027  C49 1.401, C51 1.369
51 C -5.057 8.134 -9.000  O50 1.369, C52 1.567, H61 1.090, H62 1.090
52 C -4.515 7.414 -7.719  C51 1.567, N53 1.494, H63 1.090, H64 1.090
53 N -3.690 8.367 -6.915  C52 1.494, C54 1.459, H65 1.010
54 C -2.857 7.747 -5.890  N53 1.459, C55 1.543, H66 1.090, H67 1.090
55 C -2.105 8.873 -5.151  C54 1.543, O56 1.399, H68 1.090, H69 1.090
56 O -2.878 9.383 -4.103  C55 1.399, C57 1.448
57 C -2.206 10.410 -3.335  O56 1.448, H70 1.090, H71 1.090, H72 1.090
58 H -3.807 9.413 -11.747  C49 1.090
59 H -4.003 10.323 -10.274  C49 1.090
60 H -5.412 9.453 -11.031  C49 1.090
61 H -5.897 7.495 -9.274  C51 1.090
62 H -5.500 9.070 -8.659  C51 1.090
63 H -4.006 6.535 -8.115  C52 1.090
64 H -5.366 7.082 -7.125  C52 1.090
65 H -3.006 8.786 -7.529  N53 1.010
66 H -2.046 7.162 -6.324  C54 1.090
67 H -3.333 7.018 -5.234  C54 1.090
68 H -1.793 9.676 -5.818  C55 1.090
69 H -1.212 8.319 -4.861  C55 1.090
70 H -2.923 10.703 -2.567  C57 1.090
71 H -1.973 11.269 -3.963  C57 1.090
72 H -1.332 10.068 -2.781  C57 1.090
73 C 0.774 2.639 0.092  O74 1.420, H82 1.090, H83 1.090, H84 1.090
74 O -0.294 1.851 -0.412  C73 1.420, C75 1.435
75 C -1.315 1.626 0.572  O74 1.435, C76 1.546, H85 1.090, H86 1.090
76 C -2.126 0.406 0.076  C75 1.546, N77 1.496, H87 1.090, H88 1.090
77 N -1.286 -0.802 0.348  C76 1.496, C78 1.467, H89 1.010
78 C -1.982 -1.889 -0.347  N77 1.467, C79 1.500, H90 1.090, H91 1.090
79 C -1.384 -3.229 -0.032  C78 1.500, O80 1.470, H92 1.090, H93 1.090
80 O -0.017 -3.343 -0.558  C79 1.470, C81 1.408
81 C 0.822 -4.434 -0.259  O80 1.408, H94 1.090, H95 1.090, H96 1.090
82 H 1.369 2.832 -0.801  C73 1.090
83 H 1.242 1.971 0.814  C73 1.090
84 H 0.430 3.506 0.657  C73 1.090
85 H -1.945 2.512 0.502  C75 1.090
86 H -1.077 1.497 1.628  C75 1.090
87 H -2.264 0.496 -1.002  C76 1.090
88 H -3.053 0.319 0.642  C76 1.090
89 H -0.355 -0.656 -0.015  N77 1.010
90 H -1.977 -1.699 -1.420  C78 1.090
91 H -3.020 -1.861 -0.015  C78 1.090
92 H -2.083 -3.976 -0.408  C79 1.090
93 H -1.315 -3.316 1.052  C79 1.090
94 H 1.642 -4.344 -0.971  C81 1.090
95 H 0.383 -5.426 -0.362  C81 1.090
96 H 1.252 -4.279 0.730  C81 1.090
97 C 0.966 7.903 7.767  O98 1.395, H106 1.090, H107 1.090, H108 1.090
98 O 0.673 9.174 7.270  C97 1.395, C99 1.464
99 C 1.759 10.148 7.396  O98 1.464, C100 1.575, H109 1.090, H110 1.090
100 C 1.213 11.612 7.204  C99 1.575, N101 1.474, H111 1.090, H112 1.090
101 N 2.279 12.580 7.522  C100 1.474, C102 1.494, H113 1.010
102 C 1.883 13.942 7.052  N101 1.494, C103 1.497, H114 1.090, H115 1.090
103 C 3.088 14.829 7.050  C102 1.497, O104 1.451, H116 1.090, H117 1.090
104 O 2.990 15.663 8.233  C103 1.451, C105 1.437
105 C 4.177 16.337 8.687  O104 1.437, H118 1.090, H119 1.090, H120 1.090
106 H 0.072 7.340 7.499  C97 1.090
107 H 1.015 7.805 8.851  C97 1.090
108 H 1.910 7.539 7.362  C97 1.090
109 H 2.601 9.848 6.772  C99 1.090
110 H 2.221 10.062 8.379  C99 1.090
111 H 0.332 11.748 7.831  C100 1.090
112 H 0.763 11.667 6.212  C100 1.090
113 H 2.313 12.617 8.531  N101 1.010
114 H 1.034 14.373 7.583  C102 1.090
115 H 1.423 13.862 6.067  C102 1.090
116 H 3.074 15.479 6.175  C103 1.090
117 H 4.000 14.232 7.082  C103 1.090
118 H 3.981 16.964 9.556  C105 1.090
119 H 4.452 16.997 7.864  C105 1.090
120 H 4.960 15.636 8.976  C105 1.090
121 C -10.126 1.882 -3.619  O122 1.430, H130 1.090, H131 1.090, H132 1.090
122 O -10.951 1.024 -4.412  C121 1.430, C123 1.452
123 C -10.228 0.166 -5.334  O122 1.452, C124 1.535, H133 1.090, H134 1.090
124 C -11.234 -0.627 -6.179  C123 1.535, N125 1.466, H135 1.090, H136 1.090
125 N -12.176 -1.425 -5.389  C124 1.466, C126 1.441, H137 1.010
126 C -13.007 -2.407 -6.040  N125 1.441, C127 1.562, H138 1.090, H139 1.090
127 C -14.104 -1.711 -6.906  C126 1.562, O128 1.433, H140 1.090, H141 1.090
128 O -15.282 -1.367 -6.167  C127 1.433, C129 1.446
129 C -15.096 -0.239 -5.283  O128 1.446, H142 1.090, H143 1.090, H144 1.090
130 H -10.863 2.544 -3.164  C121 1.090
131 H -9.315 2.498 -4.008  C121 1.090
132 H -9.608 1.261 -2.888  C121 1.090
133 H -9.615 -0.545 -4.779  C123 1.090
134 H -9.708 0.800 -6.052  C123 1.090
135 H -10.712 -1.316 -6.844  C124 1.090
136 H -11.804 0.074 -6.789  C124 1.090
137 H -12.699 -0.876 -4.722  N125 1.010
138 H -13.371 -3.115 -5.295  C126 1.090
139 H -12.330 -3.004 -6.651  C126 1.090
140 H -14.441 -2.504 -7.573  C127 1.090
141 H -13.707 -0.887 -7.499  C127 1.090
142 H -14.549 -0.335 -4.345  C129 1.090
143 H -16.100 0.009 -4.938  C129 1.090
144 H -14.770 0.662 -5.802  C129 1.090
145 C 5.833 -1.847 6.305  O146 1.460, H154 1.090, H155 1.090, H156 1.090
146 O 6.674 -0.676 6.079  C145 1.460, C147 1.433
147 C 6.417 -0.072 4.805  O146 1.433, C148 1.506, H157 1.090, H158 1.090
148 C 7.610 0.780 4.460  C147 1.506, N149 1.446, H159 1.090, H160 1.090
149 N 8.749 -0.110 4.476  C148 1.446, C150 1.495, H161 1.010
150 C 9.994 0.269 3.741  N149 1.495, C151 1.548, H162 1.090, H163 1.090
151 C 11.070 -0.821 3.963  C150 1.548, O152 1.409, H164 1.090, H165 1.090
152 O 11.633 -0.606 5.237  C151 1.409, C153 1.448
153 C 12.714 -1.539 5.475  O152 1.448, H166 1.090, H167 1.090, H168 1.090
154 H 6.217 -2.546 7.049  C145 1.090
155 H 5.624 -2.419 5.401  C145 1.090
156 H 4.888 -1.493 6.715  C145 1.090
157 H 5.486 0.493 4.831  C147 1.090
158 H 6.298 -0.799 4.001  C147 1.090
159 H 7.758 1.610 5.152  C148 1.090
160 H 7.410 1.212 3.479  C148 1.090
161 H 9.078 -0.163 5.429  N149 1.010
162 H 10.422 1.243 3.981  C150 1.090
163 H 9.646 0.249 2.709  C150 1.090
164 H 11.917 -0.545 3.335  C151 1.090
165 H 10.657 -1.794 3.696  C151 1.090
166 H 12.382 -2.555 5.692  C153 1.090
167 H 13.360 -1.230 6.297  C153 1.090
168 H 13.332 -1.541 4.577  C153 1.090
169 C -8.018 -5.726 -0.162  O170 1.393, H178 1.090, H179 1.090, H180 1.090
170 O -7.370 -5.820 -1.392  C169 1.393, C171 1.483
171 C -8.255 -5.400 -2.507  O170 1.483, C172 1.486, H181 1.090, H182 1.090
172 C -7.467 -5.605 -3.751  C171 1.486, N173 1.433, H183 1.090, H184 1.090
173 N -6.765 -6.854 -3.738  C172 1.433, C174 1.408, H185 1.010
174 C -5.606 -6.888 -4.538  N173 1.408, C175 1.530, H186 1.090, H187 1.090
175 C -5.893 -6.721 -6.032  C174 1.530, O176 1.412, H188 1.090, H189 1.090
176 O -6.284 -5.389 -6.295  C175 1.412, C177 1.390
177 C -5.378 -4.342 -6.408  O176 1.390, H190 1.090, H191 1.090, H192 1.090
178 H -8.433 -4.751 0.093  C169 1.090
179 H -7.327 -6.064 0.610  C169 1.090
180 H -8.786 -6.488 -0.032  C169 1.090
181 H -8.567 -4.361 -2.401  C171 1.090
182 H -9.205 -5.930 -2.442  C171 1.090
183 H -6.724 -4.808 -3.769  C172 1.090
184 H -8.126 -5.471 -4.609  C172 1.090
185 H -6.696 -7.118 -2.766  N173 1.010
186 H -5.248 -7.903 -4.368  C174 1.090
187 H -4.879 -6.142 -4.218  C174 1.090
188 H -6.719 -7.365 -6.336  C175 1.090
189 H -5.028 -7.018 -6.624  C175 1.090
190 H -5.812 -3.566 -7.038  C177 1.090
191 H -4.462 -4.676 -6.896  C177 1.090
192 H -5.150 -3.894 -5.440  C177 1.090
193 C 8.556 -3.349 -1.082  C194 1.533, O196 1.379, H197 1.090, H198 1.090
194 C 8.517 -4.880 -1.137  C193 1.533, O195 1.427, H199 1.090, H200 1.090
195 O 8.917 -5.599 0.029  C194 1.427, H201 0.960
196 O 7.516 -2.794 -0.366  C193 1.379, H202 0.960
197 H 8.538 -2.927 -2.087  C193 1.090
198 H 9.540 -3.111 -0.679  C193 1.090
199 H 9.203 -5.147 -1.941  C194 1.090
200 H 7.544 -5.186 -1.521  C194 1.090
201 H 8.158 -5.787 0.585  O195 0.960
202 H 7.784 -2.516 0.513  O196 0.960
203 C -8.056 6.933 5.123  C204 1.542, O206 1.449, H207 1.090, H208 1.090
204 C -9.568 6.770 5.372  C203 1.542, O205 1.398, H209 1.090, H210 1.090
205 O -10.015 7.559 6.437  C204 1.398, H211 0.960
206 O -7.570 5.954 4.170  C203 1.449, H212 0.960
207 H -7.552 6.886 6.088  C203 1.090
208 H -7.771 7.974 4.975  C203 1.090
209 H -9.835 5.737 5.595  C204 1.090
210 H -10.080 6.998 4.437  C204 1.090
211 H -9.765 8.453 6.193  O205 0.960
212 H -7.697 6.410 3.335  O206 0.960
213 C -7.914 10.405 -3.168  C214 1.565, O216 1.429, H217 1.090, H218 1.090
214 C -7.805 10.148 -1.628  C213 1.565, O215 1.451, H219 1.090, H220 1.090
215 O -6.800 9.152 -1.311  C214 1.451, H221 0.960
216 O -6.633 10.878 -3.592  C213 1.429, H222 0.960
217 H -8.703 11.083 -3.493  C213 1.090
218 H -7.930 9.409 -3.611  C213 1.090
219 H -8.762 9.827 -1.218  C214 1.090
220 H -7.661 11.120 -1.156  C214 1.090
221 H -5.943 9.402 -1.662  O215 0.960
222 H -6.212 10.113 -3.989  O216 0.960
223 C -0.058 -8.664 8.493  C224 1.517, O226 1.390, H227 1.090, H228 1.090
224 C -0.996 -8.083 7.451  C223 1.517, O225 1.401, H229 1.090, H230 1.090
225 O -1.470 -6.782 7.660  C224 1.401, H231 0.960
226 O -0.771 -8.867 9.669  C223 1.390, H232 0.960
227 H 0.705 -7.945 8.791  C223 1.090
228 H 0.376 -9.639 8.274  C223 1.090
229 H -1.804 -8.788 7.255  C224 1.090
230 H -0.577 -8.067 6.444  C224 1.090
231 H -2.057 -6.867 8.415  O225 0.960
232 H -0.482 -9.646 10.149  O226 0.960
233 C 1.419 -0.438 -8.206  C234 1.502, O236 1.406, H237 1.090, H238 1.090
234 C 0.593 0.651 -7.582  C233 1.502, O235 1.417, H239 1.090, H240 1.090
235 O 0.032 0.195 -6.363  C234 1.417, H241 0.960
236 O 2.722 -0.400 -7.680  C233 1.406, H242 0.960
237 H 1.432 -0.293 -9.286  C233 1.090
238 H 1.091 -1.463 -8.032  C233 1.090
239 H -0.251 0.752 -8.264  C234 1.090
240 H 1.105 1.612 -7.539  C234 1.090
241 H 0.735 -0.244 -5.879  O235 0.960
242 H 2.585 -0.406 -6.729  O236 0.960
243 C 9.332 -8.338 5.573  C244 1.623, O246 1.406, H247 1.090, H248 1.090
244 C 7.725 -8.338 5.802  C243 1.623, O245 1.383, H249 1.090, H250 1.090
245 O 6.999 -8.046 4.662  C244 1.383, H251 0.960
246 O 9.976 -8.754 6.752  C243 1.406, H252 0.960
247 H 9.816 -7.390 5.337  C243 1.090
248 H 9.642 -8.999 4.764  C243 1.090
249 H 7.362 -7.604 6.522  C244 1.090
250 H 7.422 -9.325 6.151  C244 1.090
251 H 6.220 -8.605 4.703  O245 0.960
252 H 9.406 -8.538 7.494  O246 0.960
253 C 6.077 10.547 0.050  C254 1.534, O256 1.418, H257 1.090, H258 1.090
254 C 6.028 11.624 1.140  C253 1.534, O255 1.399, H259 1.090, H260 1.090
255 O 7.127 12.485 1.052  C254 1.399, H261 0.960
256 O 7.078 9.651 0.504  C253 1.418, H262 0.960
257 H 6.236 10.861 -0.981  C253 1.090
258 H 5.107 10.060 0.150  C253 1.090
259 H 5.901 11.101 2.088  C254 1.090
260 H 5.094 12.164 0.988  C254 1.090
261 H 7.856 11.963 1.393  O255 0.960
262 H 7.816 9.815 -0.089  O256 0.960
263 C 1.719 -9.059 -7.467  C264 1.517, O266 1.359, H267 1.090, H268 1.090
264 C 3.170 -8.856 -7.072  C263 1.517, O265 1.401, H269 1.090, H270 1.090
265 O 3.602 -9.870 -6.207  C264 1.401, H271 0.960
266 O 1.538 -10.130 -8.283  C263 1.359, H272 0.960
267 H 1.372 -8.210 -8.055  C263 1.090
268 H 1.129 -9.252 -6.571  C263 1.090
269 H 3.086 -7.922 -6.517  C264 1.090
270 H 3.810 -8.928 -7.952  C264 1.090
271 H 3.550 -10.722 -6.645  O265 0.960
272 H 1.716 -9.801 -9.167  O266 0.960
273 C 4.178 -13.661 1.408  C274 1.498, O276 1.464, H277 1.090, H278 1.090
274 C 4.816 -14.983 1.707  C273 1.498, O275 1.401, H279 1.090, H280 1.090
275 O 3.978 -16.046 2.073  C274 1.401, H281 0.960
276 O 3.673 -13.156 2.686  C273 1.464, H282 0.960
277 H 3.357 -13.819 0.708  C273 1.090
278 H 4.848 -12.846 1.133  C273 1.090
279 H 5.467 -14.876 2.574  C274 1.090
280 H 5.477 -15.334 0.914  C274 1.090
281 H 3.887 -16.655 1.337  O275 0.960
282 H 2.890 -13.629 2.976  O276 0.960
283 O 2.588 -1.799 -2.607  H284 0.957, H285 0.957
284 H 2.293 -2.638 -2.253  O283 0.957
285 H 3.361 -1.578 -2.088  O283 0.957
286 O -2.282 -1.161 5.544  H287 0.957, H288 0.957
287 H -2.055 -1.148 4.615  O286 0.957
288 H -2.282 -2.089 5.779  O286 0.957
289 O -6.483 1.206 6.133  H290 0.957, H291 0.957
290 H -5.562 0.948 6.156  O289 0.957
291 H -6.517 1.920 5.498  O289 0.957

Computed properties:
HOMO-LUMO gap   8.3 eV
Total charge   0